Record 1
The molecule C3H5ClS. Source: the OMol25 dataset; level of theory: wB97M-V/def2-TZVPD.

CARTESIAN COORDINATES (ANGSTROEM)
C -0.89 -0.64 -2.69
C 0.07 -0.28 -0.14
C 0.19 0.27 1.17
H -2.09 -0.60 -2.34
H -0.32 -1.81 -2.39
H -0.46 -0.14 -3.71
H 0.11 -1.46 -0.22
H 0.33 1.30 0.84
S -0.20 0.80 -1.62
Cl 0.55 -0.37 2.57

The structure (SMILES) is CS/C=C/Cl. The calculation puts the HOMO-LUMO gap at 8.757 eV. Its total charge is 0. The spin multiplicity is 1.

For each atom in turn, the Löwdin charge in e is:
1 C -0.440
2 C -0.495
3 C -0.851
4 H 0.080
5 H 0.118
6 H 0.041
7 H 0.085
8 H 0.040
9 S 0.689
10 Cl 0.732

---

Record 2
C3H5ClS2 as an isolated structure. Source: the OMol25 dataset; level of theory: wB97M-V/def2-TZVPD.

CARTESIAN COORDINATES (ANGSTROEM)
C 2.01 -0.13 0.10
C -0.59 -0.87 -0.80
C 1.29 1.03 0.73
S 3.61 -0.38 0.22
S 1.20 -1.34 -0.83
Cl 0.84 2.18 -0.72
H -1.08 -1.68 -1.38
H -0.80 0.18 -1.16
H -0.99 -0.64 0.27
H 0.26 1.00 1.09
H 1.81 1.76 1.24

The calculation puts the HOMO-LUMO gap at 8.185 eV. Its total charge is 0. The spin multiplicity is 1.

For each atom in turn, the Löwdin charge in e is:
1 C -1.258
2 C -0.402
3 C -0.494
4 S 0.658
5 S 0.823
6 Cl 0.485
7 H 0.037
8 H 0.003
9 H 0.066
10 H 0.054
11 H 0.026

---

Record 3
The molecule C3H5ClS2. Source: the OMol25 dataset; level of theory: wB97M-V/def2-TZVPD.

CARTESIAN COORDINATES (ANGSTROEM)
C 0.54 -0.61 -0.59
C -0.13 0.54 0.21
C -1.72 0.60 0.04
H 2.09 -1.37 1.25
H 0.02 -1.55 -0.57
H 0.93 -0.35 -1.50
H 0.11 0.42 1.25
H -1.92 1.67 0.35
S 2.27 -0.88 -0.06
S -2.75 -0.59 -0.15
Cl 0.55 2.12 -0.22

The structure (SMILES) is S=C[C@H](Cl)CS. The calculation puts the HOMO-LUMO gap at 8.382 eV. Its total charge is 0. The spin multiplicity is 1.

For each atom in turn, the Löwdin charge in e is:
1 C -0.587
2 C -0.804
3 C -0.704
4 H -0.107
5 H 0.055
6 H -0.004
7 H 0.076
8 H 0.051
9 S 0.667
10 S 0.736
11 Cl 0.622

---

Record 4
C3H5CsF3IInO4P as an isolated structure. Source: the OMol25 dataset; level of theory: wB97M-V/def2-TZVPD.

CARTESIAN COORDINATES (ANGSTROEM)
O -0.09 -0.67 2.62
C 0.76 0.27 2.12
I 1.01 2.23 3.11
C 1.65 -0.09 0.75
In 0.47 0.43 -1.17
C -0.40 2.54 -1.00
F -1.02 2.81 0.33
F -1.30 2.88 -2.15
F 0.78 3.47 -1.09
P -1.34 -1.39 -1.32
O -1.71 -1.73 -2.82
O -2.75 -1.02 -0.31
O -0.59 -2.84 -0.63
H 1.77 -1.27 0.70
H 2.67 0.48 0.73
H 1.53 0.30 -2.66
H -2.52 -1.50 0.56
H -0.20 -2.51 0.26
Cs 1.27 -2.36 1.96

The calculation puts the HOMO-LUMO gap at 7.532 eV. Its total charge is 0. The spin multiplicity is 1.

For each atom in turn, the Löwdin charge in e is:
1 O -0.577
2 C -0.840
3 I 0.882
4 C -0.459
5 In 0.678
6 C -0.303
7 F -0.121
8 F -0.071
9 F -0.112
10 P 0.599
11 O -0.427
12 O -0.287
13 O -0.343
14 H -0.254
15 H 0.082
16 H -0.040
17 H 0.066
18 H -0.124
19 Cs 1.651

---

Record 5
C3H5CuLiO as an isolated structure. Source: the OMol25 dataset; level of theory: wB97M-V/def2-TZVPD.

CARTESIAN COORDINATES (ANGSTROEM)
C 0.92 -1.13 -0.46
O -0.10 -0.37 -0.82
Cu -2.20 -0.42 -0.52
H 1.29 -1.78 -1.29
Li 1.29 1.11 -0.31
C 2.41 -0.95 0.79
C 1.22 -1.52 1.36
H 2.83 -0.10 1.35
H 3.21 -1.45 0.25
H 0.62 -1.02 2.12
H 1.11 -2.61 1.38

The calculation puts the HOMO-LUMO gap (alpha / beta) at 5.629 / 5.629 eV. Its total charge is +1. The spin multiplicity is 1.

For each atom in turn, the Löwdin charge in e is:
1 C -0.320
2 O -0.397
3 Cu 0.733
4 H 0.120
5 Li 0.816
6 C -0.159
7 C -0.120
8 H 0.066
9 H 0.084
10 H 0.095
11 H 0.082

---

Record 6
C3H5ErO3 as an isolated structure. Source: the OMol25 dataset; level of theory: wB97M-V/def2-TZVPD.

CARTESIAN COORDINATES (ANGSTROEM)
O -0.36 0.87 -0.17
C 0.95 0.38 -0.03
C -1.24 0.03 0.60
O 1.88 1.03 -0.48
O 1.00 -0.64 0.78
C -0.34 -1.13 1.02
H -2.08 -0.29 -0.04
H -1.60 0.63 1.45
H -0.49 -2.02 0.39
H -0.42 -1.37 2.09
H 0.99 0.30 -2.71
Er 1.70 2.22 -2.89

The calculation puts the HOMO-LUMO gap (alpha / beta) at 6.859 / 7.042 eV. As for the expectation value of S²: 3.75. Its total charge is +2. The spin multiplicity is 4.

For each atom in turn, the Löwdin charge in e is:
1 O -0.010
2 C -0.550
3 C -0.077
4 O -0.048
5 O 0.137
6 C -0.033
7 H 0.147
8 H 0.149
9 H 0.151
10 H 0.156
11 H -0.058
12 Er 2.037

---

Record 7
C3H5EuO4 as an isolated structure. Source: the OMol25 dataset; level of theory: wB97M-V/def2-TZVPD.

CARTESIAN COORDINATES (ANGSTROEM)
H -0.24 2.40 -1.22
C 0.86 2.34 -1.22
O 1.12 0.98 -1.58
C 1.27 0.13 -0.59
O 0.40 0.03 0.35
O 2.38 -0.40 -0.34
H 1.32 2.45 -0.13
H 1.43 3.11 -1.74
H -2.68 -1.75 0.39
C -2.41 -2.21 1.36
O -1.29 -2.71 1.50
H -3.13 -2.19 2.19
Eu 0.97 -2.19 1.02

The calculation puts the HOMO-LUMO gap (alpha / beta) at 8.134 / 8.331 eV. As for the expectation value of S²: 15.76. Its total charge is +1. The spin multiplicity is 8.

For each atom in turn, the Löwdin charge in e is:
1 H 0.097
2 C -0.020
3 O -0.027
4 C -0.838
5 O -0.200
6 O -0.076
7 H 0.143
8 H 0.097
9 H 0.116
10 C 0.023
11 O -0.222
12 H 0.118
13 Eu 1.790

---

Record 8
The molecule C3H5F. Source: the OMol25 dataset; level of theory: wB97M-V/def2-TZVPD.

CARTESIAN COORDINATES (ANGSTROEM)
C 0.27 0.44 -0.20
C 1.06 -1.01 -0.32
C -1.05 0.44 0.49
F 2.01 -0.99 -1.33
H 0.62 1.30 -0.78
H 1.17 -1.82 0.31
H -1.20 1.32 1.08
H -1.65 0.72 -0.38
H -1.24 -0.39 1.13

The structure (SMILES) is C/C=C/F. The calculation puts the HOMO-LUMO gap (alpha / beta) at 8.969 / 8.980 eV. Its total charge is 0. The spin multiplicity is 1.

For each atom in turn, the Löwdin charge in e is:
1 C -0.066
2 C -0.024
3 C -0.158
4 F -0.089
5 H 0.081
6 H 0.052
7 H 0.056
8 H 0.081
9 H 0.066